ORCA calculation (ωB97M-V/def2-TZVPD) on a structure of composition C32H41Cl2CoN3Sb2.

Last column: Löwdin charge in e.
CARTESIAN COORDINATES (ANGSTROEM)
Co  0.1131  -0.1582  1.3326  0.00
N  -0.9715  -1.1999  2.6324  -0.05
C  -1.6804  -0.2812  3.5372  -0.19
C  -0.6114  0.6353  4.1106  -0.15
N  0.2803  1.1414  3.0369  -0.09
C  -0.0741  2.5157  2.6124  -0.17
C  -1.3260  2.5050  1.7581  -0.20
N  -1.1224  1.5523  0.6571  -0.01
H  -1.5921  -1.8810  2.2042  0.07
H  -0.3090  -1.7448  3.1829  0.09
H  -2.2193  -0.8021  4.3312  0.14
H  -2.4144  0.2638  2.9480  0.10
H  -0.0001  0.0942  4.8367  0.13
H  -1.0734  1.4628  4.6544  0.13
H  1.2394  1.1466  3.3688  0.05
H  0.7691  2.9094  2.0421  0.10
H  -0.2146  3.1622  3.4831  0.13
H  -1.5305  3.5165  1.3971  0.13
H  -2.1993  2.2028  2.3347  0.11
H  -0.5816  2.0215  -0.0661  0.03
H  -1.9957  1.3355  0.1822  0.05
C  0.0762  -2.0779  -2.3003  -0.35
C  1.4940  -2.4731  -1.8777  -0.36
C  2.4642  -1.3011  -1.7482  -0.35
Sb  1.8210  0.3850  -0.6270  1.50
C  3.6193  1.2620  -0.0454  -0.39
C  3.5740  2.3087  0.8741  -0.17
C  4.7358  2.9653  1.2490  -0.08
C  5.9545  2.5711  0.7134  -0.06
C  6.0095  1.5246  -0.1941  -0.06
C  4.8450  0.8714  -0.5780  -0.11
C  1.0925  1.7348  -2.0546  -0.37
C  1.0071  1.4016  -3.4054  -0.13
C  0.5535  2.3267  -4.3372  -0.06
C  0.1936  3.6011  -3.9287  -0.05
C  0.3067  3.9593  -2.5928  -0.06
C  0.7597  3.0337  -1.6635  -0.15
Sb  -1.1204  -1.6216  -0.6064  1.57
C  -2.0763  -3.4400  -0.2555  -0.39
C  -3.4511  -3.5393  -0.0547  -0.11
C  -4.0318  -4.7851  0.1435  -0.06
C  -3.2501  -5.9299  0.1410  -0.05
C  -1.8782  -5.8366  -0.0528  -0.06
C  -1.2918  -4.5958  -0.2462  -0.13
C  -2.6351  -0.4132  -1.4046  -0.39
C  -3.6904  0.0024  -0.5861  -0.18
C  -4.7073  0.8039  -1.0843  -0.06
C  -4.6789  1.2016  -2.4142  -0.05
C  -3.6399  0.7956  -3.2374  -0.05
C  -2.6249  -0.0108  -2.7383  -0.10
H  -0.4445  -2.8719  -2.8356  0.08
H  0.0964  -1.2078  -2.9551  0.03
H  1.9058  -3.1840  -2.5967  0.12
H  1.4835  -3.0100  -0.9229  0.08
H  2.7720  -0.9099  -2.7199  0.07
H  3.3724  -1.6238  -1.2357  0.06
H  2.6317  2.6222  1.3122  0.06
H  4.6948  3.7830  1.9564  0.11
H  6.8617  3.0840  1.0021  0.12
H  6.9607  1.2223  -0.6109  0.12
H  4.9139  0.0671  -1.2995  0.09
H  1.3053  0.4206  -3.7522  0.08
H  0.4940  2.0532  -5.3820  0.12
H  -0.1553  4.3244  -4.6533  0.12
H  0.0581  4.9653  -2.2825  0.12
H  0.8917  3.3626  -0.6354  0.09
H  -4.0856  -2.6627  -0.0784  0.09
H  -5.1006  -4.8619  0.2891  0.12
H  -3.7096  -6.8979  0.2844  0.12
H  -1.2679  -6.7292  -0.0561  0.12
H  -0.2192  -4.5454  -0.3978  0.09
H  -3.7394  -0.3043  0.4560  0.10
H  -5.5213  1.1106  -0.4416  0.12
H  -5.4712  1.8223  -2.8101  0.12
H  -3.6220  1.1002  -4.2746  0.12
H  -1.8312  -0.3156  -3.4075  0.09
Cl  2.2566  -1.7007  2.2061  0.57
C  2.9837  -1.2557  3.8159  -0.91
Cl  3.6039  0.3674  3.8346  0.64
H  3.7704  -1.9853  3.9738  0.04
H  2.1948  -1.3607  4.5529  0.03

Atoms 1-6, force components in eV/Å:
-0.580 -0.321 -0.647
-0.136 -0.152 0.120
0.066 0.034 0.097
-0.028 0.133 0.057
0.101 -0.050 -0.466
0.031 -0.008 0.152

Calculated values
Kohn-Sham gap (spin up / spin down) in eV: 7.70 / 8.79
Multiplicity: 2
Charge: +2
Highest occupied orbital energy (spin up / spin down) in eV: -13.751 / -13.620

ORCA calculation (ωB97M-V/def2-TZVPD) on a structure of composition C32H41GaN3O.

Last column: Löwdin charge in e.
CARTESIAN COORDINATES (ANGSTROEM)
Ga  -0.9191  -0.2100  -0.3003  0.76
N  0.4320  -2.9981  2.8498  0.06
N  -0.5347  -2.5876  -1.8026  0.01
C  0.9921  1.8566  -0.6180  -0.27
C  2.1448  1.1916  -0.1932  -0.22
C  1.9438  0.7256  1.1557  -0.25
C  2.8474  -0.1578  1.9330  -0.06
H  3.7326  -0.4243  1.3444  0.06
H  2.3422  -1.0871  2.2514  0.06
H  3.1775  0.3627  2.8404  0.07
C  0.6694  1.1206  1.5813  -0.29
C  0.0947  0.9201  2.9261  -0.07
H  0.7741  1.4200  3.6355  0.08
H  0.0200  -0.1386  3.2234  0.07
H  -0.8978  1.3791  3.0150  0.06
C  -0.0626  1.6862  0.4033  -0.36
C  -1.1192  2.7348  0.5904  -0.09
H  -1.9258  2.3746  1.2400  0.06
H  -1.5472  3.0479  -0.3709  0.06
H  -0.6539  3.6173  1.0599  0.09
C  3.3620  0.9897  -1.0153  -0.05
H  4.0790  1.8166  -0.8943  0.08
H  3.0880  0.9419  -2.0803  0.06
H  3.8642  0.0553  -0.7351  0.07
C  0.8703  2.6859  -1.8395  -0.05
H  -0.1600  3.0316  -1.9833  0.06
H  1.1600  2.1058  -2.7276  0.06
H  1.5236  3.5764  -1.7960  0.08
C  -0.1700  -3.8560  3.6925  -0.18
H  0.2329  -3.8902  4.7190  0.08
C  -1.2836  -4.6729  3.2910  -0.15
H  -1.7014  -5.3791  4.0287  0.06
C  -1.8130  -4.5475  1.9831  -0.14
H  -2.6314  -5.2088  1.6433  0.08
C  -1.2829  -3.5220  1.1585  -0.08
H  -1.5078  -3.3965  0.0889  0.06
C  -0.2564  -2.6811  1.7303  -0.44
C  0.1678  -1.3383  1.2653  -0.16
H  1.0666  -1.6472  0.5895  0.07
C  -0.7121  -1.3203  -1.9883  -0.21
C  0.1491  -3.1571  -2.7787  -0.16
H  0.7264  -3.9883  -2.5147  0.08
C  0.1147  -2.3189  -3.8950  -0.09
H  0.3884  -2.6467  -4.9500  0.13
N  -0.4996  -1.1351  -3.4560  -0.02
C  -0.5414  0.0686  -4.1956  -0.15
C  0.5544  0.4153  -5.0118  -0.19
C  0.4153  1.5373  -5.8609  0.00
H  1.2086  1.7493  -6.5834  0.11
C  -0.7394  2.3269  -5.7836  -0.29
C  -0.8766  3.4852  -6.7173  -0.07
H  -1.3949  4.3114  -6.2268  0.07
H  -1.4507  3.2042  -7.6073  0.08
H  0.1126  3.8107  -7.0413  0.07
C  -1.7791  2.0212  -4.8930  0.00
H  -2.6936  2.6215  -4.8550  0.12
C  -1.6812  0.8771  -4.0755  -0.19
C  -2.7712  0.4494  -3.1412  -0.06
H  -2.8984  -0.6421  -3.1215  0.09
H  -3.7281  0.8882  -3.4485  0.08
H  -2.6117  0.7749  -2.0921  0.04
C  1.8123  -0.3852  -4.9558  -0.06
H  1.6644  -1.4167  -5.3065  0.05
H  2.2621  -0.4453  -3.9453  0.10
H  2.5590  0.0517  -5.6229  0.07
C  -4.9783  -0.5941  1.2691  -0.16
C  -4.2183  -1.3691  2.3453  -0.15
C  -2.8253  -0.7707  2.3513  -0.12
O  -2.6458  -0.2575  0.9705  -0.24
C  -3.9192  -0.1990  0.2543  -0.17
H  -5.7607  -1.1991  0.8109  0.11
H  -5.4423  0.3098  1.6784  0.11
H  -4.1448  -2.4203  2.0401  0.11
H  -4.6722  -1.3389  3.3368  0.11
H  -2.7281  0.0903  3.0245  0.12
H  -2.0326  -1.4868  2.5835  0.10
H  -3.8626  -0.9120  -0.5820  0.12
H  -4.0189  0.8210  -0.1384  0.12

Atoms 1-6, force components in eV/Å:
3.163 -1.733 3.223
-1.228 -1.034 1.857
0.859 0.936 3.481
0.803 -1.073 0.444
-1.668 0.556 -0.060
-1.497 1.050 0.430

Calculated values
Kohn-Sham gap (spin up / spin down) in eV: 4.00 / 4.01
Charge: -1
Highest occupied orbital energy (spin up / spin down) in eV: -1.521 / -1.523

Table of F_max (eV/Å), in record order: 1.1; 4.8